Record 1
49
Properties=species:S:1:pos:R:3:nbo_charge:R:1 method="wB97M-V/def2-TZVPD" homo_ev=-9.6
C -1.15 -4.11 0.61 -0.63
C -0.11 -3.16 0.10 0.01
C 1.12 -3.06 0.75 -0.20
C 2.09 -2.18 0.31 -0.21
C 1.81 -1.38 -0.79 -0.24
S 2.98 -0.17 -1.40 2.32
O 2.24 0.80 -2.18 -0.98
O 4.09 -0.80 -2.02 -0.89
N 3.55 0.75 -0.07 -0.68
C 4.27 0.31 1.00 0.71
O 4.67 -0.82 1.15 -0.58
C 4.41 1.46 1.98 -0.51
C 3.96 2.70 1.22 -0.39
C 3.13 2.13 0.05 -0.14
C 1.62 2.22 0.27 0.77
O 1.00 3.24 0.25 -0.57
O 1.13 1.00 0.46 -0.41
N -0.28 0.86 0.57 -0.22
C -0.96 1.13 -0.48 0.38
N -0.51 1.55 -1.67 -0.81
C -2.42 0.95 -0.31 0.03
C -3.32 1.82 -0.92 -0.22
C -4.68 1.63 -0.76 -0.18
C -5.14 0.55 -0.01 0.01
N -6.56 0.34 0.14 0.53
O -6.92 -0.62 0.78 -0.37
O -7.30 1.14 -0.40 -0.37
C -4.25 -0.32 0.61 -0.17
C -2.89 -0.12 0.46 -0.20
C 0.62 -1.49 -1.47 -0.21
C -0.34 -2.38 -1.02 -0.22
H -0.82 -5.14 0.46 0.23
H -2.10 -3.97 0.09 0.22
H -1.31 -3.97 1.68 0.22
H 1.32 -3.68 1.61 0.22
H 3.04 -2.11 0.80 0.26
H 5.44 1.52 2.35 0.25
H 3.77 1.24 2.84 0.24
H 3.35 3.37 1.82 0.24
H 4.81 3.25 0.83 0.22
H 3.33 2.66 -0.89 0.25
H -1.15 1.65 -2.44 0.40
H 0.48 1.51 -1.89 0.44
H -2.96 2.67 -1.48 0.23
H -5.40 2.30 -1.22 0.25
H -4.64 -1.14 1.20 0.25
H -2.17 -0.77 0.93 0.25
H 0.45 -0.89 -2.35 0.24
H -1.28 -2.46 -1.55 0.22



Record 2
45
Properties=species:S:1:pos:R:3:nbo_charge:R:1 method="wB97M-V/def2-TZVPD" homo_ev=-8.3 de_lowest_ev=0.000
C -4.17 -2.56 0.32 -0.68
C -2.96 -1.65 0.24 0.20
N -2.98 -0.38 0.31 -0.19
N -4.08 0.35 0.51 -0.43
C -4.08 1.72 0.56 0.65
O -5.08 2.30 0.95 -0.59
C -2.86 2.39 0.12 -0.02
C -2.38 3.64 0.54 -0.28
C -1.24 3.84 -0.19 -0.06
N -1.10 2.76 -0.99 -0.14
C -0.04 2.51 -1.93 -0.41
N -2.06 1.88 -0.82 -0.21
C -1.64 -2.27 0.08 -0.06
C -1.50 -3.64 -0.10 -0.22
C -0.24 -4.21 -0.21 -0.20
C 0.89 -3.42 -0.14 -0.24
C 0.76 -2.04 0.03 0.14
N 1.95 -1.30 0.10 -0.59
C 2.14 0.03 0.27 0.67
O 1.27 0.86 0.36 -0.60
C 3.59 0.42 0.32 -0.09
C 4.58 -0.19 -0.44 -0.26
C 5.88 0.28 -0.32 0.04
N 6.23 1.27 0.47 -0.40
C 5.29 1.86 1.19 0.04
C 3.96 1.48 1.15 -0.22
C -0.50 -1.47 0.13 -0.18
H -5.08 -2.01 0.51 0.21
H -4.04 -3.28 1.13 0.23
H -4.29 -3.10 -0.62 0.23
H -4.98 -0.09 0.74 0.37
H -2.82 4.28 1.28 0.24
H -0.53 4.65 -0.20 0.22
H 0.18 3.41 -2.50 0.20
H -0.37 1.72 -2.60 0.23
H 0.85 2.18 -1.40 0.23
H -2.36 -4.29 -0.15 0.21
H -0.14 -5.28 -0.34 0.22
H 1.87 -3.87 -0.21 0.20
H 2.79 -1.88 0.07 0.40
H 4.36 -0.99 -1.13 0.22
H 6.69 -0.16 -0.90 0.20
H 5.62 2.67 1.82 0.20
H 3.21 1.99 1.73 0.24
H -0.62 -0.40 0.25 0.27



Record 3
47
Properties=species:S:1:pos:R:3:nbo_charge:R:1 method="wB97M-V/def2-TZVPD" homo_ev=-6.4 total_charge=-1
O 1.18 -0.01 2.91 -0.57
C 1.15 -0.19 1.72 0.81
O 1.57 -1.41 1.22 -0.73
S 2.68 -1.50 -0.01 2.49
O 3.45 -2.63 0.40 -0.93
O 1.95 -1.58 -1.24 -0.95
N 3.41 -0.11 0.23 -1.27
S 3.78 0.79 -1.04 2.19
O 4.79 0.19 -1.87 -0.94
O 2.66 1.41 -1.70 -0.95
S 4.74 2.32 0.05 -0.28
C 0.56 0.77 0.75 -0.11
C -0.10 0.33 -0.39 -0.18
C -0.64 1.24 -1.28 -0.20
C -0.51 2.60 -1.03 -0.20
C 0.14 3.04 0.11 -0.21
C 0.68 2.13 1.00 -0.19
H 4.00 3.30 -0.49 0.14
H -0.18 -0.73 -0.58 0.24
H -1.13 0.88 -2.17 0.21
H -0.90 3.31 -1.74 0.20
H 0.26 4.10 0.31 0.20
H 1.21 2.46 1.89 0.23
C -1.45 -3.26 6.62 -0.22
C -0.45 -3.03 5.69 -0.21
C -0.17 -1.74 5.26 -0.21
C -0.90 -0.68 5.78 -0.20
C -1.89 -0.90 6.72 -0.22
C -2.17 -2.19 7.14 -0.23
H -1.67 -4.27 6.95 0.20
H 0.11 -3.86 5.28 0.21
H 0.60 -1.56 4.53 0.25
H -0.68 0.33 5.45 0.22
H -2.46 -0.07 7.12 0.20
H -2.95 -2.37 7.87 0.20
C -1.01 1.26 -5.35 -0.21
C -2.10 1.56 -6.15 -0.22
C -2.81 0.54 -6.76 -0.22
C -2.44 -0.78 -6.56 -0.22
C -1.35 -1.08 -5.76 -0.20
C -0.63 -0.06 -5.15 -0.21
H -0.45 2.06 -4.87 0.22
H -2.39 2.59 -6.30 0.21
H -3.66 0.77 -7.39 0.20
H -3.00 -1.58 -7.04 0.21
H -1.06 -2.11 -5.60 0.21
H 0.22 -0.29 -4.52 0.24



Record 4
48
Properties=species:S:1:pos:R:3:nbo_charge:R:1 method="wB97M-V/def2-TZVPD" homo_ev=-11.4 total_charge=+1 de_lowest_ev=0.000
Au 0.53 -0.72 1.10 1.33
C 1.01 1.85 -1.10 -0.64
C 2.17 0.98 -0.66 -0.22
N 2.14 0.50 0.77 -0.39
C 3.42 -0.27 0.99 -0.23
C 3.49 -1.05 2.29 -0.64
C 2.05 1.64 1.74 -0.24
C 0.62 2.00 2.11 -0.25
N -0.31 1.01 1.56 -0.58
C -1.60 0.86 2.07 -0.04
C -2.62 0.57 1.15 0.38
F -2.31 0.43 -0.14 -0.30
C -3.93 0.42 1.55 0.33
F -4.85 0.14 0.64 -0.29
C -4.28 0.56 2.88 -0.30
C -3.29 0.83 3.80 0.33
F -3.59 0.94 5.09 -0.29
C -1.97 0.96 3.41 0.36
F -1.04 1.14 4.36 -0.31
H 1.20 2.14 -2.14 0.25
H 0.93 2.76 -0.52 0.21
H 0.06 1.33 -1.07 0.24
H 3.11 1.52 -0.77 0.21
H 2.23 0.08 -1.28 0.22
H 4.23 0.45 0.91 0.22
H 3.50 -0.96 0.15 0.23
H 3.36 -0.43 3.17 0.22
H 4.48 -1.50 2.36 0.25
H 2.76 -1.86 2.31 0.23
H 2.60 2.49 1.32 0.23
H 2.58 1.32 2.64 0.23
H 0.32 2.97 1.70 0.22
H 0.56 2.09 3.20 0.22
H -5.31 0.45 3.20 0.27
I -2.42 -8.93 0.50 0.22
C -1.70 -7.00 0.63 -0.11
C -0.40 -6.72 0.21 -0.25
C 0.08 -5.43 0.30 -0.12
C -0.73 -4.42 0.81 -0.23
C -2.03 -4.70 1.23 -0.12
C -2.51 -5.99 1.14 -0.25
C -0.21 -3.06 0.90 0.80
O -0.95 -2.09 1.35 -0.67
O 0.96 -2.72 0.53 -0.69
H 0.22 -7.51 -0.19 0.24
H 1.09 -5.20 -0.03 0.24
H -2.65 -3.91 1.62 0.24
H -3.52 -6.22 1.46 0.24



Record 5
50
Properties=species:S:1:pos:R:3:nbo_charge:R:1 method="wB97M-V/def2-TZVPD" homo_ev=-6.4 de_lowest_ev=1.484
C -6.81 1.04 -4.09 -0.63
C -5.90 0.28 -3.19 -0.23
C -5.56 -1.06 -3.28 -0.27
C -4.62 -1.48 -2.28 -0.28
C -4.21 -0.46 -1.46 -0.38
B -3.21 -0.51 -0.18 0.75
C -1.73 -0.15 -0.78 -0.21
C -1.28 1.16 -0.82 -0.17
C 0.00 1.40 -1.31 -0.16
C 0.51 2.81 -1.39 0.98
F 1.25 3.02 -2.52 -0.33
F -0.50 3.72 -1.38 -0.32
F 1.32 3.10 -0.32 -0.34
C 0.82 0.36 -1.72 -0.24
C 0.34 -0.93 -1.65 -0.10
C 1.18 -2.10 -2.07 0.97
F 1.37 -2.97 -1.03 -0.34
F 0.58 -2.80 -3.08 -0.33
F 2.41 -1.71 -2.51 -0.33
C -0.95 -1.19 -1.19 -0.18
O -3.68 0.51 0.73 -0.71
C -4.06 -0.16 1.91 -0.08
C -3.57 -1.63 1.80 -0.07
O -3.16 -1.81 0.45 -0.71
S -5.07 1.01 -1.85 0.39
H -7.22 0.36 -4.84 0.21
H -7.63 1.49 -3.53 0.21
H -6.26 1.84 -4.60 0.21
H -5.98 -1.71 -4.03 0.20
H -4.26 -2.50 -2.19 0.21
H -1.91 1.98 -0.50 0.24
H 1.83 0.55 -2.08 0.23
H -1.34 -2.21 -1.18 0.23
H -3.61 0.36 2.78 0.14
H -5.16 -0.14 2.01 0.16
H -2.71 -1.80 2.48 0.10
H -4.36 -2.36 2.05 0.17
C 2.27 -1.81 5.89 -0.44
C 0.90 -1.40 6.38 -0.53
S -0.41 -1.45 5.13 0.54
C 0.27 -0.70 3.77 -0.42
S 1.87 -0.90 3.26 0.56
C 2.83 -0.90 4.81 -0.53
H 2.96 -1.80 6.73 0.25
H 2.24 -2.84 5.52 0.23
H 0.57 -2.11 7.15 0.26
H 0.91 -0.39 6.82 0.25
H -0.38 -0.10 3.15 0.31
H 2.92 0.13 5.15 0.25
H 3.82 -1.27 4.51 0.26



Record 6
65
Properties=species:S:1:pos:R:3:mulliken_spin:R:1 method="wB97M-V/def2-TZVPD" s2=3.773 multiplicity=4 homo_ev="-5.2 / -5.4" total_charge=-1 de_lowest_ev=0.268
Cr 0.31 -0.27 0.48 2.99
C 1.16 0.21 4.00 0.01
Si 0.34 1.68 3.20 0.00
C -1.32 2.02 4.01 0.00
C 1.47 3.15 3.56 0.00
N 0.07 1.40 1.50 0.00
C -0.57 2.35 0.73 -0.06
C -0.53 3.75 0.89 0.00
C -1.22 4.60 0.04 0.00
C -1.99 4.12 -1.01 0.01
C -2.07 2.74 -1.20 0.00
C -1.38 1.95 -0.33 0.04
F -1.45 0.56 -0.50 0.02
H 1.50 0.49 5.00 0.00
H 2.04 -0.11 3.43 0.00
H 0.49 -0.64 4.09 0.00
H -1.20 2.37 5.04 0.00
H -1.92 1.11 4.02 0.00
H -1.87 2.78 3.46 0.00
H 1.92 3.02 4.55 0.00
H 0.95 4.11 3.56 0.00
H 2.29 3.21 2.84 0.00
H 0.09 4.17 1.67 0.00
H -1.14 5.67 0.19 0.00
H -2.51 4.79 -1.68 0.00
H -2.63 2.30 -2.01 0.00
Br 0.74 -5.93 4.26 0.00
C 1.16 -4.39 3.27 0.01
C 2.47 -4.11 2.91 0.00
Br 3.88 -5.26 3.42 0.00
C 2.76 -2.96 2.16 0.00
Br 4.51 -2.49 1.65 0.00
C 1.75 -2.10 1.77 0.02
O 1.94 -0.98 1.08 0.01
C 0.41 -2.38 2.14 -0.01
O -0.50 -1.48 1.77 -0.01
C 0.13 -3.51 2.88 0.00
Br -1.68 -3.81 3.33 0.00
C -0.78 -3.83 -3.59 0.00
O 0.00 -3.13 -2.63 0.00
C -0.58 -2.50 -1.61 0.01
O 0.15 -1.86 -0.87 -0.04
N -1.90 -2.66 -1.44 0.00
N -2.61 -2.19 -0.33 0.00
H -0.08 -4.13 -4.37 0.00
H -1.53 -3.18 -4.04 0.00
H -1.23 -4.72 -3.14 0.00
H -2.43 -3.24 -2.07 0.00
H -2.03 -2.27 0.50 0.00
H -2.80 -1.20 -0.47 0.00
F 3.06 1.64 -4.09 0.00
C 2.32 1.93 -3.03 0.00
F 1.42 2.85 -3.36 0.00
F 3.11 2.43 -2.08 0.00
S 1.48 0.40 -2.38 0.00
O 1.20 0.83 -1.00 0.01
O 2.39 -0.67 -2.59 0.00
N 0.08 0.28 -3.06 0.00
S -0.15 -0.14 -4.56 0.00
O -0.64 -1.48 -4.70 0.00
O 0.85 0.34 -5.47 0.00
C -1.64 0.90 -4.87 0.00
F -2.63 0.60 -4.02 0.00
F -2.08 0.67 -6.11 0.00
F -1.37 2.20 -4.76 0.00



Record 7
46
Properties=species:S:1:pos:R:3:nbo_charge:R:1 method="wB97M-V/def2-TZVPD" homo_ev=-8.5 de_lowest_ev=0.120 smiles="Cc1nc(O)[nH]c1C(=O)N1C[C@@H]2C[C@H]1CN2C(=O)/C=C/c1cccc(Br)c1"
C 3.04 -2.28 -1.51 -0.65
C 2.69 -2.84 -0.18 0.22
N 3.67 -3.23 0.71 -0.54
C 3.02 -3.67 1.75 0.65
O 3.57 -4.18 2.87 -0.66
N 1.69 -3.57 1.64 -0.54
C 1.45 -3.05 0.37 -0.08
C 0.12 -2.79 -0.20 0.66
O -0.08 -2.75 -1.40 -0.62
N -0.92 -2.61 0.69 -0.46
C -0.78 -1.96 2.02 -0.23
C -2.08 -1.15 2.06 -0.06
C -3.06 -2.12 1.41 -0.42
C -2.23 -2.23 0.14 -0.04
C -2.15 -0.76 -0.30 -0.24
N -1.98 -0.12 1.02 -0.44
C -1.28 1.03 1.27 0.66
O -0.87 1.29 2.39 -0.63
C -1.10 1.94 0.11 -0.30
C -0.31 3.00 0.22 -0.12
C -0.10 3.98 -0.87 -0.07
C -0.61 5.27 -0.76 -0.21
C -0.46 6.17 -1.81 -0.19
C 0.20 5.80 -2.97 -0.25
C 0.70 4.51 -3.07 -0.08
Br 1.60 3.99 -4.65 0.06
C 0.56 3.60 -2.04 -0.19
H 2.16 -1.92 -2.03 0.24
H 3.76 -1.46 -1.39 0.22
H 3.51 -3.04 -2.12 0.23
H 4.52 -4.16 2.74 0.51
H 1.02 -3.95 2.29 0.43
H -0.76 -2.70 2.83 0.19
H 0.10 -1.33 2.08 0.23
H -2.32 -0.72 3.03 0.25
H -3.15 -3.06 1.95 0.22
H -4.04 -1.69 1.25 0.22
H -2.55 -2.92 -0.64 0.24
H -1.31 -0.59 -0.96 0.23
H -3.08 -0.44 -0.79 0.20
H -1.62 1.73 -0.82 0.21
H 0.16 3.18 1.18 0.24
H -1.13 5.56 0.14 0.22
H -0.86 7.17 -1.72 0.22
H 0.32 6.50 -3.79 0.23
H 0.96 2.60 -2.14 0.22



Record 8
48
Properties=species:S:1:pos:R:3:mulliken_spin:R:1 method="wB97M-V/def2-TZVPD" s2=8.760 multiplicity=6 homo_ev="-13.4 / -13.4" total_charge=+2 de_lowest_ev=0.225
Mn 1.00 -0.22 0.07 4.81
Cl 5.44 -3.04 -0.75 0.00
C 5.41 -1.27 -0.71 0.01
Cl 6.36 -0.66 0.66 0.00
Cl 5.97 -0.58 -2.24 0.00
C 4.03 -0.84 -0.53 0.09
N 2.95 -0.50 -0.41 -0.03
C 0.49 0.04 5.75 0.00
N 0.85 -0.34 4.39 0.01
C 1.57 -1.45 4.03 -0.01
C 1.64 -1.43 2.68 0.03
N 0.96 -0.32 2.20 0.01
C 0.50 0.30 3.27 0.01
H 0.99 -0.63 6.45 0.00
H -0.58 -0.03 5.90 0.00
H 0.82 1.06 5.96 0.00
H 1.98 -2.14 4.75 0.00
H 2.12 -2.14 2.02 -0.01
H -0.09 1.20 3.26 0.00
S -0.26 1.67 -0.59 0.04
C 0.50 3.20 -0.49 -0.02
N -0.29 4.29 -0.63 0.01
C 0.17 5.56 -0.62 0.00
C 1.50 5.81 -0.46 0.01
C 2.36 4.71 -0.30 0.00
C 1.87 3.43 -0.32 0.01
H -1.28 4.12 -0.77 0.00
H -0.57 6.35 -0.74 0.00
H 1.87 6.82 -0.45 0.00
H 3.42 4.89 -0.19 0.00
H 2.52 2.57 -0.21 0.00
C -2.63 -1.42 -0.56 0.01
Te -0.68 -2.37 -0.50 0.01
C -1.06 -2.67 -2.61 0.01
C -2.56 -2.62 -2.75 0.00
C -3.18 -3.17 -3.87 0.00
C -4.56 -3.10 -3.99 0.00
C -5.32 -2.49 -3.00 0.00
C -4.70 -1.96 -1.88 0.00
C -3.32 -2.02 -1.76 0.00
H -2.47 -0.35 -0.69 0.00
H -3.16 -1.60 0.36 0.00
H -0.64 -3.63 -2.92 0.00
H -0.56 -1.88 -3.17 0.00
H -2.60 -3.66 -4.64 0.00
H -5.05 -3.53 -4.85 0.00
H -6.40 -2.45 -3.09 0.00
H -5.30 -1.51 -1.09 0.00